Entry 1:
{
  "formula": "C19H45MgNO10S5",
  "method": "ωB97M-V/def2-TZVPD",
  "species": ["S", "S", "S", "S", "S", "Mg", "O", "O", "O", "O", "O", "O", "O", "O", "O", "O", "N", "C", "C", "C", "C", "C", "C", "C", "C", "C", "C", "C", "C", "C", "C", "C", "C", "C", "C", "C", "H", "H", "H", "H", "H", "H", "H", "H", "H", "H", "H", "H", "H", "H", "H", "H", "H", "H", "H", "H", "H", "H", "H", "H", "H", "H", "H", "H", "H", "H", "H", "H", "H", "H", "H", "H", "H", "H", "H", "H", "H", "H", "H", "H", "H"],
  "positions_angstrom": [[-22.76, -55.40, 12.27], [-28.72, -50.75, 8.54], [-20.90, -46.54, 9.60], [-25.25, -47.95, 14.04], [-21.50, -50.27, 6.18], [-21.86, -49.75, 9.28], [-21.85, -49.43, 7.42], [-26.70, -46.25, 8.36], [-23.76, -50.09, 9.51], [-22.51, -50.29, 11.01], [-28.55, -52.28, 8.72], [-25.64, -46.54, 13.50], [-23.72, -55.91, 13.33], [-22.53, -51.55, 9.65], [-26.93, -55.42, 11.44], [-21.70, -47.85, 9.65], [-25.21, -56.79, 8.59], [-23.30, -50.89, 10.33], [-24.37, -46.31, 8.83], [-19.76, -46.71, 11.00], [-21.94, -52.07, 6.52], [-26.42, -54.42, 13.57], [-24.68, -55.80, 8.81], [-25.64, -46.68, 8.08], [-22.94, -50.10, 5.05], [-23.44, -48.03, 13.75], [-21.04, -55.94, 12.72], [-25.51, -47.67, 7.02], [-25.66, -49.09, 12.64], [-27.26, -49.85, 9.28], [-22.57, -53.64, 12.63], [-29.92, -50.20, 9.89], [-24.02, -54.47, 9.09], [-19.59, -46.76, 8.27], [-26.41, -53.02, 11.41], [-26.58, -54.40, 12.02], [-20.37, -55.44, 12.02], [-19.15, -47.76, 8.19], [-20.89, -57.01, 12.60], [-25.56, -53.83, 13.86], [-19.28, -47.68, 11.09], [-22.14, -53.44, 13.61], [-26.24, -55.45, 13.88], [-23.17, -48.04, 12.69], [-26.68, -49.48, 12.71], [-23.11, -49.03, 14.03], [-27.55, -48.84, 9.54], [-23.96, -47.24, 9.22], [-22.15, -52.60, 5.59], [-24.06, -53.86, 8.18], [-23.60, -45.89, 8.19], [-22.84, -52.18, 7.13], [-26.46, -48.11, 6.72], [-18.68, -46.18, 8.43], [-26.64, -53.08, 10.34], [-30.89, -50.54, 9.52], [-22.97, -54.48, 9.36], [-24.83, -48.49, 7.27], [-23.90, -50.29, 5.52], [-20.38, -46.67, 11.89], [-20.03, -46.50, 7.31], [-29.72, -50.71, 10.83], [-21.15, -52.50, 7.12], [-25.40, -52.62, 11.53], [-25.09, -50.02, 12.70], [-25.01, -47.18, 6.18], [-29.94, -49.12, 9.99], [-20.77, -55.65, 13.73], [-22.79, -50.63, 4.10], [-24.62, -45.65, 9.66], [-27.35, -54.08, 14.04], [-19.02, -45.90, 11.04], [-25.52, -48.65, 11.65], [-21.79, -53.23, 11.99], [-24.47, -53.82, 9.84], [-26.45, -49.91, 8.55], [-23.08, -49.07, 4.74], [-27.13, -52.30, 11.79], [-26.64, -50.20, 10.11], [-22.95, -47.31, 14.40], [-23.49, -53.09, 12.48]],
  "charge": 1,
  "s2": 0.76,
  "multiplicity": 2,
  "largest_force_ev_per_a": 13.1,
  "homo_energy_ev": [-10.954, -10.954],
  "energy_ev": -102002.832
}



Entry 2:
{
  "formula": "C24H17CdF6N12O5PS2",
  "method": "ωB97M-V/def2-TZVPD",
  "species": ["Cd", "S", "S", "P", "F", "F", "F", "F", "F", "F", "O", "O", "O", "O", "O", "N", "N", "N", "N", "N", "N", "N", "N", "N", "N", "N", "N", "C", "C", "C", "C", "C", "C", "C", "C", "C", "C", "C", "C", "C", "C", "C", "C", "C", "C", "C", "C", "C", "C", "C", "C", "H", "H", "H", "H", "H", "H", "H", "H", "H", "H", "H", "H", "H", "H", "H", "H", "H"],
  "positions_angstrom": [[0.45, -0.37, -0.39], [1.64, -3.62, -0.45], [3.83, -2.18, -1.33], [-1.75, 1.97, 0.01], [0.75, -5.34, 1.29], [2.83, -4.82, 1.58], [4.15, -1.91, 1.28], [5.71, -3.04, 0.30], [5.63, -0.89, 0.07], [2.26, -6.15, -0.03], [0.65, -4.04, -1.39], [4.78, -2.33, -2.39], [2.97, -1.03, -1.30], [-1.42, -0.60, 3.09], [1.32, -2.54, 0.46], [-1.50, -1.58, -0.19], [3.09, -3.55, -1.07], [-0.13, -0.31, -2.49], [-0.14, 0.25, -4.56], [-1.74, 0.60, 2.52], [-1.26, -0.48, -4.37], [-3.35, -2.64, -0.73], [-2.20, -1.57, -2.50], [-2.06, -2.12, 0.91], [-3.14, -2.74, 0.59], [1.88, 1.79, 1.67], [0.53, 0.36, -3.47], [-6.34, 1.44, -0.35], [-1.23, 3.97, 3.58], [-1.39, 5.30, 3.24], [-1.97, 2.66, -2.72], [-1.19, 1.58, 3.11], [-1.46, 3.16, -3.91], [-1.38, 2.96, 2.63], [1.39, 1.04, 0.94], [-1.21, -0.81, -3.09], [0.39, 4.11, -2.72], [-0.28, 3.89, -3.91], [-4.40, 2.84, -0.60], [-4.16, 0.59, 0.21], [-2.32, -1.93, -1.18], [1.89, -5.07, 0.66], [-5.53, 0.41, 0.10], [-0.11, 3.60, -1.53], [-1.31, 2.88, -1.51], [-3.58, 1.81, -0.15], [-1.81, 4.64, 0.97], [-1.69, 5.64, 1.93], [-1.66, 3.29, 1.30], [4.88, -2.00, 0.17], [-5.77, 2.66, -0.69], [-2.90, -1.94, -3.12], [-3.96, 3.78, -0.89], [-1.96, 2.92, -4.84], [1.33, 4.65, -2.72], [-3.54, -0.21, 0.57], [-2.00, 4.92, -0.06], [-1.81, 6.68, 1.64], [-1.71, -1.26, 2.40], [-6.40, 3.47, -1.05], [-0.54, 1.41, 3.97], [-0.98, 3.70, 4.60], [0.45, 3.73, -0.61], [-1.27, 6.07, 3.99], [-2.87, 2.06, -2.74], [-7.41, 1.30, -0.44], [-5.95, -0.56, 0.36], [0.13, 4.26, -4.84]],
  "charge": -2,
  "de_lowest_kcal_mol": 0.00,
  "largest_force_ev_per_a": 0.2,
  "homo_energy_ev": -3.099,
  "energy_ev": -105112.213
}



Entry 3:
{
  "formula": "C15H30ClN5O8PS2W",
  "method": "ωB97M-V/def2-TZVPD",
  "species": ["W", "Cl", "S", "S", "P", "O", "O", "O", "O", "O", "O", "O", "O", "N", "N", "N", "N", "N", "C", "C", "C", "C", "C", "C", "C", "C", "C", "C", "C", "C", "C", "C", "C", "H", "H", "H", "H", "H", "H", "H", "H", "H", "H", "H", "H", "H", "H", "H", "H", "H", "H", "H", "H", "H", "H", "H", "H", "H", "H", "H", "H", "H", "H"],
  "positions_angstrom": [[-1.01, -0.10, 0.31], [-3.31, 1.18, -1.63], [1.08, 1.04, -0.55], [-0.02, -0.58, -3.39], [1.42, 0.25, -2.39], [2.10, 1.46, -3.15], [-3.21, 1.10, -3.05], [-1.90, 1.38, -1.07], [-3.78, -0.07, -1.06], [0.99, 1.09, 2.64], [2.57, -0.86, -2.21], [-4.10, 2.28, -1.21], [-3.39, 1.51, 1.65], [0.04, -1.39, 1.75], [-1.12, 1.45, 1.84], [-0.96, -2.12, -0.71], [-2.68, -1.24, 1.27], [-0.07, 2.95, 3.33], [-1.24, 3.65, 3.47], [-2.37, 2.03, 2.08], [-2.38, 3.24, 2.89], [4.86, 0.01, -2.18], [3.76, -0.69, -1.42], [-0.03, 1.79, 2.58], [1.99, 1.69, -4.57], [-0.87, -2.04, 2.72], [2.92, 0.80, -5.35], [-3.04, -2.50, 0.56], [-2.27, -1.44, 2.68], [-0.01, -3.05, -0.05], [0.87, -2.32, 0.96], [-2.34, -2.63, -0.79], [1.12, 3.33, 4.07], [1.39, -3.04, 1.60], [5.11, -0.53, -3.09], [1.30, 2.65, 4.91], [0.64, -0.70, 2.22], [-1.18, 4.54, 4.08], [-0.45, -1.96, 3.73], [-0.90, -3.11, 2.49], [2.84, 1.01, -6.41], [0.95, 1.55, -4.86], [3.50, -0.16, -0.50], [4.06, -1.71, -1.15], [-0.63, -1.90, -1.66], [-4.12, -2.54, 0.43], [1.61, -1.71, 0.44], [-2.86, -2.04, -1.54], [-3.43, -0.55, 1.24], [-3.31, 3.78, 3.01], [4.57, 1.02, -2.45], [2.25, 2.74, -4.69], [-2.35, -3.68, -1.10], [-0.59, -3.83, 0.44], [0.99, 4.34, 4.44], [-2.96, -2.09, 3.21], [-2.77, -3.33, 1.21], [1.99, 3.29, 3.41], [-2.29, -0.46, 3.15], [5.76, 0.06, -1.56], [0.61, -3.54, -0.80], [2.67, -0.25, -5.19], [3.96, 0.95, -5.05]],
  "s2": 3.76,
  "multiplicity": 4,
  "largest_force_ev_per_a": 0.8,
  "homo_energy_ev": [-7.305, -8.263],
  "energy_ev": -85177.663
}